1.
{"formula": "C20H34N4O2PdTe", "method": "ωB97M-V with the def2-TZVPD basis set", "species": ["Te", "Pd", "O", "O", "N", "N", "N", "N", "C", "C", "C", "C", "C", "C", "C", "C", "C", "C", "C", "C", "C", "C", "C", "C", "C", "C", "C", "C", "H", "H", "H", "H", "H", "H", "H", "H", "H", "H", "H", "H", "H", "H", "H", "H", "H", "H", "H", "H", "H", "H", "H", "H", "H", "H", "H", "H", "H", "H", "H", "H", "H", "H"], "xyz": [[-1.44, 2.57, 1.64], [-0.05, 0.68, 0.18], [-1.66, -2.15, 0.08], [0.49, 0.13, 3.00], [2.26, 0.89, 4.15], [-0.12, -0.01, -2.43], [-0.97, 2.08, -2.16], [-0.74, 1.23, -4.36], [-0.75, -2.70, 1.00], [-1.38, 3.37, -2.63], [-4.22, 5.68, -1.07], [-2.25, 5.24, 0.26], [-1.10, 2.52, -4.91], [0.42, -1.04, -3.27], [-2.05, 3.24, -3.99], [-0.57, 1.06, -2.97], [-2.62, -1.30, 0.69], [1.02, -0.46, -4.55], [0.47, -3.16, 0.23], [-3.28, -0.48, -0.39], [-4.63, 4.37, -0.85], [-3.86, 3.51, -0.08], [-2.65, 3.91, 0.49], [1.56, 0.71, 2.96], [-0.07, 0.31, -5.26], [2.29, 1.27, 1.73], [2.28, 0.26, 0.55], [-3.02, 6.11, -0.50], [2.84, -0.59, 0.98], [0.34, 0.89, -6.10], [-0.34, -1.79, -3.53], [1.19, -1.57, -2.69], [-1.55, 2.35, -5.90], [3.30, 1.55, 2.13], [-5.57, 4.02, -1.27], [0.19, -3.86, -0.56], [1.43, -1.24, -5.21], [-2.11, -0.63, 1.40], [-2.05, 3.81, -1.90], [-0.79, -0.40, -5.69], [-0.52, 4.07, -2.73], [-1.22, -3.54, 1.54], [0.95, -2.28, -0.22], [-4.03, 0.19, 0.05], [-1.31, 5.58, 0.68], [-3.34, -1.92, 1.25], [-4.82, 6.36, -1.67], [-3.76, -1.13, -1.13], [-0.20, 3.14, -5.08], [3.24, 1.13, 4.09], [1.93, 0.37, 4.94], [-2.30, 4.22, -4.40], [-2.52, 0.14, -0.87], [1.83, 0.22, -4.27], [-2.97, 2.66, -3.88], [-4.19, 2.49, 0.07], [2.89, 0.70, -0.26], [-2.68, 7.12, -0.66], [-0.45, -1.94, 1.73], [1.82, 2.20, 1.41], [1.19, -3.64, 0.90], [-0.68, 1.93, -1.13]], "charge": -2, "largest_force_ha_per_bohr": 0.0220, "e_tot_ev": -42117.4689, "e_above_lowest_kcal_mol": 68.6, "multiplicity": 1, "gap_ev": 3.36}

---

2.
{"formula": "C5H4O2", "method": "ωB97M-V with the def2-TZVPD basis set", "species": ["O", "O", "C", "C", "C", "C", "C", "H", "H", "H", "H"], "xyz": [[-0.09, 2.97, -0.01], [1.87, 1.72, 0.59], [0.97, 0.67, 0.25], [0.93, -0.65, 0.18], [-1.52, -0.76, -0.27], [-0.31, -1.33, -0.23], [0.59, 2.02, 0.17], [-2.38, -1.31, -0.62], [-0.19, -2.37, -0.53], [-1.68, 0.27, 0.04], [1.81, -1.22, 0.43]], "charge": 0, "largest_force_ha_per_bohr": 0.0152, "e_tot_ev": -9341.7610, "e_above_lowest_kcal_mol": 55.8, "multiplicity": 1, "gap_ev": 9.25}

---

3.
{"formula": "C26H28NO5RbS3Sb", "method": "ωB97M-V with the def2-TZVPD basis set", "species": ["Sb", "Rb", "S", "S", "S", "O", "O", "O", "O", "O", "N", "C", "C", "C", "C", "C", "C", "C", "C", "C", "C", "C", "C", "C", "C", "C", "C", "C", "C", "C", "C", "C", "C", "C", "C", "C", "C", "H", "H", "H", "H", "H", "H", "H", "H", "H", "H", "H", "H", "H", "H", "H", "H", "H", "H", "H", "H", "H", "H", "H", "H", "H", "H", "H", "H"], "xyz": [[1.69, -2.60, -0.13], [0.32, 1.11, 1.07], [-3.02, 2.63, -2.78], [-1.08, 4.17, 1.19], [-5.13, 3.21, 1.39], [3.67, -0.67, 5.77], [2.88, 2.53, -0.09], [2.25, 0.38, -0.33], [1.72, -0.37, 4.72], [-1.96, 1.72, 0.99], [3.08, 0.48, 2.46], [-1.82, 0.68, -1.69], [5.79, 1.02, 2.65], [1.74, -1.89, -2.18], [1.36, -5.65, -1.17], [-4.99, 1.03, 0.10], [-2.34, 1.44, -3.81], [5.10, 1.28, 1.48], [-6.29, 1.06, 0.68], [-2.48, 1.82, -1.35], [2.89, 1.32, 0.19], [-2.40, 3.85, 0.14], [-2.15, 6.15, -0.02], [3.74, 0.26, 3.59], [2.91, -0.27, 4.72], [-2.74, 2.35, 0.08], [2.34, -4.66, -0.53], [-1.14, 5.85, 0.84], [3.74, 0.98, 1.42], [5.10, 0.50, 3.74], [-4.24, 2.13, 0.39], [-0.44, -3.12, 0.02], [-6.50, 2.18, 1.41], [1.68, -2.89, -3.33], [-1.24, -3.20, -1.28], [-1.73, 0.46, -3.10], [-2.88, 4.99, -0.43], [-4.61, 0.22, -0.52], [-0.88, -2.37, 0.68], [2.67, -1.31, -2.21], [1.09, -5.35, -2.18], [0.94, -1.15, -2.25], [-1.19, -2.27, -1.85], [-1.23, -0.38, -3.55], [-2.42, 1.54, -4.88], [-1.41, 0.01, -0.95], [1.78, -2.37, -4.29], [0.44, -5.73, -0.59], [5.59, 1.71, 0.62], [3.25, -4.57, -1.14], [2.67, -5.04, 0.44], [-2.37, 7.15, -0.37], [1.80, -6.65, -1.24], [-2.30, -3.40, -1.09], [-0.44, 6.53, 1.30], [0.74, -3.43, -3.35], [-0.87, -4.00, -1.93], [-3.72, 5.02, -1.10], [6.85, 1.23, 2.72], [-0.48, -4.07, 0.55], [3.04, -0.99, 6.44], [2.49, -3.62, -3.27], [5.59, 0.30, 4.68], [-7.02, 0.27, 0.55], [-7.39, 2.47, 1.95]], "charge": -1, "largest_force_ha_per_bohr": 0.0338, "e_tot_ev": -78843.9747, "e_above_lowest_kcal_mol": 34.6, "multiplicity": 1, "gap_ev": 7.28}

---

4.
{"formula": "C6H9O4S", "method": "ωB97M-V with the def2-TZVPD basis set", "species": ["S", "O", "O", "O", "O", "C", "C", "C", "C", "C", "C", "H", "H", "H", "H", "H", "H", "H", "H", "H"], "xyz": [[-0.04, 2.25, 2.36], [-0.51, 2.31, 0.76], [-1.07, 3.04, 3.05], [-0.08, 0.81, 2.52], [1.34, 2.82, 2.38], [1.08, -1.23, -1.48], [-0.71, -1.72, -0.05], [-1.01, -2.51, 0.86], [-0.34, -0.95, -1.00], [-0.94, 0.26, -1.66], [2.05, -0.29, -1.30], [1.64, 0.65, -0.90], [-1.17, 0.96, -0.88], [-1.83, -0.17, -2.22], [-0.69, -2.33, 1.86], [3.03, -0.55, -1.58], [1.16, -2.26, -1.89], [-1.66, -3.39, 0.77], [-0.15, 0.76, -2.24], [-0.11, 1.54, 0.63]], "charge": -1, "largest_force_ha_per_bohr": 0.1164, "e_tot_ev": -25391.6678, "e_above_lowest_kcal_mol": 49.9, "multiplicity": 1, "gap_ev": 8.68}

---

5.
{"formula": "C59H61BN2O18P", "method": "ωB97M-V with the def2-TZVPD basis set", "species": ["P", "O", "O", "O", "O", "O", "O", "O", "O", "O", "O", "O", "O", "O", "O", "O", "O", "O", "O", "N", "N", "C", "C", "C", "C", "C", "C", "C", "C", "C", "C", "C", "C", "C", "C", "C", "C", "C", "C", "C", "C", "C", "C", "C", "C", "C", "C", "C", "C", "C", "C", "C", "C", "C", "C", "C", "C", "C", "C", "C", "C", "C", "C", "C", "C", "C", "C", "C", "C", "C", "C", "C", "C", "C", "C", "C", "C", "C", "C", "C", "B", "H", "H", "H", "H", "H", "H", "H", "H", "H", "H", "H", "H", "H", "H", "H", "H", "H", "H", "H", "H", "H", "H", "H", "H", "H", "H", "H", "H", "H", "H", "H", "H", "H", "H", "H", "H", "H", "H", "H", "H", "H", "H", "H", "H", "H", "H", "H", "H", "H", "H", "H", "H", "H", "H", "H", "H", "H", "H", "H", "H", "H"], "xyz": [[1.41, 0.98, 1.29], [-7.98, 1.16, -8.48], [-6.80, -3.67, 0.26], [2.28, -4.71, 1.54], [-0.40, 6.27, 5.28], [9.75, -9.53, 2.97], [3.48, 2.23, -2.14], [2.03, 1.70, 6.40], [3.81, 2.99, 0.06], [-2.16, 6.98, 1.13], [-4.02, -1.62, -6.39], [6.07, -5.72, 3.15], [-3.40, 1.86, -10.34], [-10.47, 5.74, -9.37], [-2.36, -1.58, -0.47], [0.20, -1.11, -5.08], [2.24, -1.96, 1.98], [-3.40, 11.26, 3.98], [-2.79, -5.69, 3.08], [4.64, -0.38, -0.76], [4.79, -1.64, -0.46], [3.88, -1.32, 3.80], [-1.79, -1.48, -1.54], [-0.59, 0.30, 3.16], [0.08, 4.63, 6.91], [8.87, -7.57, 2.00], [-3.11, 9.13, 1.16], [-6.12, -4.85, 2.19], [-2.52, -1.48, -2.83], [-3.54, 1.06, -9.44], [-2.53, -0.28, -7.65], [-8.40, 2.93, -9.97], [-9.90, 4.69, -9.17], [1.63, -5.40, 2.59], [5.64, 0.11, -1.72], [-2.46, 9.10, 3.95], [-2.15, 8.03, 3.23], [-2.38, 0.59, -8.64], [4.19, -3.66, 0.61], [4.20, 0.14, 4.16], [-0.04, -0.08, 1.76], [-3.87, -0.82, -7.30], [-9.02, 4.08, -10.20], [3.64, -4.41, 1.80], [7.95, -6.62, 2.04], [2.98, -1.39, 1.03], [6.92, -6.60, 3.11], [0.74, 1.96, -0.14], [1.56, 3.36, 4.81], [-1.87, -1.37, -3.98], [2.43, -1.45, 3.31], [4.62, 2.86, 1.23], [-0.31, -1.34, -1.58], [-5.11, -5.35, 2.90], [0.16, 5.23, 5.56], [-2.45, 7.96, 1.78], [3.97, -2.18, 0.43], [-8.55, 2.21, -8.69], [2.77, -0.06, 0.64], [-10.06, 3.96, -7.88], [0.43, -4.62, 3.13], [-3.71, -5.23, 2.43], [-3.42, 10.21, 1.88], [1.48, 2.76, 6.17], [-3.12, 10.28, 3.33], [-4.48, -4.02, 0.44], [8.91, -8.66, 3.02], [-0.39, -1.22, -4.03], [0.34, -1.22, -2.73], [-4.88, 0.52, -9.09], [0.80, 3.49, 0.07], [-5.03, -0.35, -8.10], [6.95, -7.67, 4.13], [-5.88, -4.14, 0.90], [-9.43, 2.81, -7.66], [-3.47, -4.53, 1.15], [0.69, 3.48, 7.19], [7.88, -8.63, 4.08], [3.70, 0.45, -0.30], [0.96, 4.51, 4.53], [3.69, 1.97, -0.81], [-0.85, 0.12, 1.06], [3.79, -3.93, 2.76], [1.95, -0.48, 3.43], [-7.15, -4.92, 2.51], [1.28, -6.36, 2.22], [1.41, 3.74, 0.93], [3.96, -1.90, 4.72], [1.00, 4.97, 3.55], [7.90, -5.82, 1.32], [4.49, 3.76, 1.82], [-3.32, 9.06, 0.10], [-1.69, -0.64, -7.06], [1.20, 1.65, -1.08], [-7.75, 2.47, -10.71], [-5.26, -5.87, 3.84], [-4.32, -3.50, -0.50], [1.88, -2.13, 3.95], [-8.92, 4.63, -11.12], [3.83, -4.16, -0.29], [0.64, 3.02, 8.17], [0.63, -4.16, 4.10], [-6.00, -0.75, -7.83], [4.20, 2.77, -2.50], [6.29, -0.71, -1.97], [-0.20, 3.88, 0.26], [-0.31, 1.68, -0.25], [-0.13, 1.22, 3.50], [-10.70, 4.43, -7.14], [-9.53, 2.27, -6.73], [-5.71, 0.87, -9.68], [-3.60, -1.58, -2.78], [0.10, -3.85, 2.44], [-2.38, -1.37, -4.94], [5.67, 2.79, 0.95], [5.28, -3.78, 0.60], [-2.25, 9.17, 5.01], [3.95, 0.81, 3.34], [-2.44, -4.45, 0.83], [-0.41, -5.30, 3.30], [5.25, 0.21, 4.44], [9.63, -7.61, 1.23], [4.31, 2.01, 1.84], [-0.51, 5.17, 7.64], [2.14, 2.81, 4.08], [3.62, 0.37, 5.04], [4.18, -5.35, 1.84], [-1.66, 7.16, 3.66], [1.42, -1.13, -2.79], [-1.67, 0.38, 3.13], [6.24, 0.90, -1.28], [2.32, -5.62, 3.40], [0.19, -1.35, -0.62], [6.19, -7.63, 4.90], [-1.41, 0.99, -8.92], [-3.90, 11.07, 1.45], [-0.30, -0.46, 3.88], [4.62, -1.74, 3.12], [5.15, 0.43, -2.63], [0.15, -1.15, 1.67], [1.18, 4.00, -0.81], [7.92, -9.43, 4.81]], "charge": 1, "largest_force_ha_per_bohr": 0.0194, "e_tot_ev": -111959.1834, "multiplicity": 1, "gap_ev": 7.74}

---

6.
{"formula": "C3H8O", "method": "ωB97M-V with the def2-TZVPD basis set", "species": ["O", "C", "C", "C", "H", "H", "H", "H", "H", "H", "H", "H"], "xyz": [[0.45, -0.59, -0.53], [0.31, 1.75, 0.04], [-0.47, 0.43, -0.12], [0.14, -1.86, -0.01], [1.37, 1.52, 0.19], [-0.88, -2.08, -0.34], [0.29, 2.36, -0.86], [-1.02, 0.29, 0.83], [0.28, -1.84, 1.09], [-1.31, 0.41, -0.85], [0.80, -2.65, -0.42], [0.05, 2.26, 0.98]], "charge": 0, "largest_force_ha_per_bohr": 0.0210, "e_tot_ev": -5287.1789, "e_above_lowest_kcal_mol": 22.4, "multiplicity": 1, "gap_ev": 10.88}